Entry 1:
{"formula": "C25H24NO7SbSe4Tc", "method": "ωB97M-V/def2-TZVPD", "homo_ha": [-0.195, -0.195], "gap_ha": [0.2011, 0.2011], "total_charge": -1, "symbols": ["Tc", "Se", "Sb", "Se", "Se", "Se", "O", "C", "C", "O", "C", "C", "O", "C", "O", "O", "C", "C", "C", "C", "C", "C", "N", "C", "C", "C", "C", "C", "C", "C", "O", "O", "C", "C", "H", "H", "H", "H", "H", "H", "H", "H", "H", "H", "H", "H", "H", "H", "C", "C", "C", "C", "C", "H", "H", "H", "H", "H", "H", "H", "H", "H", "H"], "coordinates": [[0.008603, -0.149752, 0.027996], [-0.418464, 1.536965, -5.748938], [0.580262, -0.248598, -4.551463], [0.915800, -2.326100, 0.219031], [0.673103, -1.021467, -2.070000], [1.620088, -1.982844, -5.766131], [0.604745, -3.321569, 3.421245], [0.237109, -2.260666, 3.015182], [-1.206017, -1.823035, 2.629123], [-2.210952, -2.277374, 3.091133], [-1.079581, -0.514464, 1.873235], [0.223224, 0.060916, 2.179078], [0.767136, 1.011373, 1.469398], [0.980856, -0.895765, 3.084387], [1.844299, -0.608732, 3.857032], [-1.811891, -0.135838, 0.842896], [-6.293990, -0.029345, 5.357194], [-5.783922, 1.353299, 5.049592], [-6.087511, 2.411989, 5.897707], [-5.628231, 3.693603, 5.635003], [-4.885413, 3.930751, 4.491507], [-4.587004, 2.885960, 3.625723], [-3.860419, 3.165148, 2.435584], [-4.391161, 2.944925, 1.189734], [-5.784224, 2.926075, 1.011924], [-6.337093, 2.714317, -0.233200], [-5.531100, 2.515463, -1.349961], [-4.160488, 2.520237, -1.187797], [-3.569006, 2.732742, 0.058977], [-2.096456, 2.614291, 0.213280], [-1.512567, 2.742711, 1.269091], [-1.501091, 2.382222, -0.955691], [-5.005965, 1.579914, 3.906965], [-4.638896, 0.436500, 3.001078], [-6.986244, -0.006906, 6.198198], [-5.476319, -0.707879, 5.610938], [-6.810654, -0.461333, 4.498370], [-6.694039, 2.226250, 6.776815], [-5.869655, 4.507841, 6.306314], [-4.539364, 4.925830, 4.243396], [-2.849150, 3.149288, 2.473891], [-6.422171, 3.078114, 1.872784], [-7.415800, 2.698737, -0.334472], [-5.965159, 2.342309, -2.325036], [-3.515781, 2.342266, -2.036515], [-5.471289, 0.169958, 2.343280], [-4.371514, -0.450299, 3.575280], [-3.794499, 0.687824, 2.362718], [1.111996, 3.544901, -0.167932], [0.860083, 2.748622, -1.451482], [2.189081, 2.148533, -1.924888], [0.365320, 3.734726, -2.525940], [-0.260389, 1.678712, -1.284355], [1.784395, 4.375929, -0.397229], [1.577210, 2.936436, 0.602538], [0.190901, 3.953944, 0.242843], [3.006779, 2.807747, -1.626438], [2.223197, 2.052925, -3.013049], [2.394354, 1.172293, -1.488531], [1.151623, 4.465674, -2.735108], [-0.518018, 4.275620, -2.186336], [0.127516, 3.217568, -3.456262], [-0.529791, 1.320216, -2.273606]], "atomic_forces_ev_per_a": [[-0.82, 2.03, 1.39], [0.03, -0.12, 0.21], [-0.19, 0.27, -0.73], [0.37, -0.69, -0.06], [0.51, -1.15, -0.78], [-0.02, 0.09, 0.18], [-0.09, 0.15, -0.01], [-0.25, 0.38, 0.37], [0.12, 0.28, 0.07], [-0.15, -0.29, -0.27], [0.70, -0.01, -0.16], [-0.40, -0.56, -0.31], [-0.52, -0.32, -0.10], [-0.21, 0.02, -0.10], [0.27, -0.04, -0.10], [0.56, 0.32, 0.23], [0.02, 0.01, 0.02], [-0.02, -0.01, -0.01], [0.01, 0.02, 0.01], [-0.01, -0.01, -0.01], [0.00, 0.01, 0.01], [-0.08, -0.05, -0.05], [0.04, 0.13, 0.13], [0.02, -0.02, -0.06], [-0.03, -0.01, -0.02], [-0.01, 0.00, 0.05], [0.05, -0.01, -0.01], [-0.06, 0.02, -0.07], [0.03, -0.06, 0.09], [0.02, 0.09, -0.13], [0.18, -0.11, 0.13], [-0.30, -0.59, -0.16], [-0.01, -0.01, 0.00], [0.01, 0.03, 0.02], [0.00, 0.00, 0.00], [0.00, -0.01, -0.01], [0.00, -0.01, 0.01], [0.01, 0.00, 0.01], [0.01, 0.00, 0.01], [-0.01, 0.00, -0.02], [0.02, -0.08, -0.02], [0.00, 0.01, 0.00], [0.00, 0.02, 0.00], [0.00, 0.01, 0.00], [0.01, 0.01, 0.01], [0.01, -0.02, 0.01], [-0.02, -0.02, -0.02], [-0.02, 0.00, 0.00], [0.02, -0.02, 0.02], [-0.21, 0.06, 0.17], [-0.02, -0.06, 0.04], [0.14, 0.04, 0.04], [0.23, 0.14, 0.11], [0.00, 0.00, -0.03], [0.01, -0.01, 0.04], [0.05, 0.00, -0.02], [-0.01, 0.06, -0.11], [-0.02, -0.10, 0.00], [0.02, -0.01, 0.07], [0.00, 0.00, 0.00], [-0.01, -0.01, -0.01], [-0.03, 0.03, 0.01], [0.07, 0.16, -0.06]]}

***

Entry 2:
{"formula": "C25H25BN8O2Sn", "method": "ωB97M-V/def2-TZVPD", "homo_ha": [-0.503, -0.503], "gap_ha": [0.1744, 0.1249], "total_charge": 2, "symbols": ["C", "N", "N", "C", "C", "B", "N", "N", "C", "C", "C", "Sn", "N", "N", "C", "C", "C", "H", "H", "H", "H", "H", "H", "H", "H", "H", "H", "H", "C", "H", "H", "H", "O", "C", "N", "C", "C", "O", "N", "C", "C", "C", "C", "C", "C", "C", "C", "C", "C", "C", "C", "H", "H", "H", "H", "H", "H", "H", "H", "H", "H", "H"], "coordinates": [[2.526475, -0.856049, -1.725648], [1.276867, -0.760759, -2.258608], [1.364933, -0.255828, -3.564346], [2.674519, -0.164764, -3.867962], [3.432406, -0.480801, -2.729748], [0.116764, 0.022211, -4.529081], [-0.856064, -1.208169, -4.288531], [-1.335342, -1.586083, -3.045769], [-2.049733, -2.730117, -3.217104], [-2.085398, -3.065640, -4.584051], [-1.297430, -2.093340, -5.216951], [-0.058521, -1.872548, -0.670978], [-0.507343, 1.517247, -4.523047], [-1.044487, 1.851672, -3.366058], [-1.512624, 3.066716, -3.343971], [-1.362015, 3.622960, -4.644897], [-0.698974, 2.582163, -5.369970], [-1.942906, 3.432362, -2.421448], [-0.337182, 2.476308, -6.380561], [-1.687184, 4.605580, -4.931333], [0.560707, -0.098403, -5.624984], [-1.039510, -1.948229, -6.253296], [2.945088, 0.114770, -4.874578], [-2.616648, -3.871717, -5.055948], [4.486305, -0.440595, -2.602666], [-2.583533, -3.257357, -2.421859], [2.665206, -1.124144, -0.650955], [-2.737904, -0.427122, -0.620611], [-2.163439, -1.332899, -0.296442], [-2.834405, -2.139690, -0.642860], [-0.423750, -3.301735, 0.060697], [-2.250217, -1.355714, 0.807833], [-0.970860, 2.613363, -0.019099], [-0.198838, 1.877959, 0.619030], [0.227807, 1.983643, 1.959274], [0.467088, 0.648971, 2.523684], [0.595959, -0.103725, 1.205046], [0.700229, -1.418859, 1.146326], [0.296385, 0.626521, 0.164380], [1.712839, 0.630682, 3.398496], [2.836053, -0.115425, 3.047173], [3.968244, -0.084801, 3.870580], [3.967658, 0.679537, 5.040047], [2.825519, 1.404107, 5.402432], [1.687558, 1.369072, 4.592776], [-0.779983, 0.121238, 3.263972], [-0.735476, -1.145852, 3.863194], [-1.843564, -1.636637, 4.562419], [-3.012969, -0.877050, 4.654853], [-3.066912, 0.377453, 4.040942], [-1.952691, 0.876763, 3.352184], [-0.008518, 2.812377, 2.470007], [2.823348, -0.747048, 2.150727], [4.848493, -0.668807, 3.590972], [4.851010, 0.708315, 5.681576], [2.798571, 1.995845, 6.316363], [0.771430, 1.886292, 4.881408], [0.187712, -1.726030, 3.814547], [-1.783757, -2.613937, 5.045266], [-3.876464, -1.256724, 5.208112], [-3.967413, 0.989057, 4.102203], [-1.993099, 1.873422, 2.906817]], "atomic_forces_ev_per_a": [[-0.61, 0.72, -1.75], [0.34, -0.21, 1.43], [-0.66, -0.98, 1.62], [-0.24, 0.02, 1.28], [-0.40, -0.12, 0.08], [0.38, -1.65, -0.62], [-0.50, 0.14, 0.81], [0.26, -0.80, 0.00], [0.32, 1.00, -1.32], [0.74, 0.82, -0.16], [-0.56, -0.19, 0.67], [-3.61, 2.36, -3.13], [-0.11, 0.79, -0.79], [-0.06, -1.69, 2.47], [-0.34, 1.79, -1.60], [-0.50, -0.22, 2.41], [1.19, -2.69, 0.07], [0.02, 0.24, -0.26], [-0.16, 0.40, -0.17], [0.09, 0.03, -0.49], [0.05, 0.03, -0.26], [-0.08, -0.10, -0.03], [0.21, 0.16, 0.17], [0.07, -0.09, -0.02], [0.57, -0.01, -0.23], [0.48, 0.47, -0.17], [0.02, 0.15, -1.23], [1.26, -0.40, 0.02], [-0.87, 0.59, 0.43], [0.70, -0.03, 0.11], [0.86, -1.67, -0.49], [0.15, -0.04, -0.17], [2.55, -1.60, 1.83], [-1.56, 0.91, -0.52], [-0.47, -0.13, -1.24], [-0.21, 1.18, -0.04], [-1.12, 0.13, -0.68], [1.15, 2.10, 0.52], [0.21, -1.15, 0.88], [-0.46, -0.51, 0.14], [0.45, -0.22, 0.18], [-0.27, -0.15, -0.47], [-0.27, 0.28, 0.21], [-0.23, 0.01, -0.16], [0.32, -0.20, 0.23], [0.62, 1.20, -0.67], [-0.38, -1.61, 1.26], [0.62, -0.22, -0.17], [0.29, -1.14, 0.43], [0.82, 1.65, -1.13], [-1.08, 0.34, 0.52], [-0.06, 0.07, 0.41], [0.10, 0.34, 0.43], [-0.29, 0.24, 0.13], [-0.29, -0.03, -0.24], [0.12, -0.20, -0.20], [0.30, 0.04, -0.01], [-0.30, 0.09, -0.04], [-0.04, 0.33, -0.18], [0.32, 0.12, -0.19], [0.21, -0.21, -0.02], [-0.10, -0.45, 0.10]]}

***

no.,total energy (a.u.)
1,-11475.28469
2,-1794.62137